(1)
Computed, not measured: an isolated molecule of C6H12, with the ωB97M-V functional and the def2-TZVPD basis.

Each line ends with the Löwdin charge.
Element x y z (Å)
C 2.03359 -0.23740 0.62404  -0.087
C 0.80028 0.17141 -0.17238  -0.394
C -0.20983 1.01901 0.61234  -0.184
C -1.52062 0.84730 -0.16017  -0.203
C -1.51854 -0.63670 -0.56997  -0.190
C -0.02642 -1.04171 -0.66890  -0.162
H 1.73189 -0.83640 1.49287  0.078
H 2.59003 0.63497 0.98650  0.075
H 2.71683 -0.84691 0.01970  0.077
H 1.12417 0.76031 -1.04188  0.136
H 0.10552 2.06519 0.70429  0.112
H -0.31447 0.60946 1.62764  0.118
H -2.40303 1.12475 0.42661  0.103
H -1.51448 1.48936 -1.05051  0.108
H -2.02747 -1.23430 0.19549  0.103
H -2.06336 -0.80679 -1.50349  0.099
H 0.17715 -1.91364 -0.03484  0.104
H 0.26384 -1.33189 -1.68465  0.106

Values from the calculation:
E_tot: -235.81494 a.u.
HOMO level: -10.93 eV
Kohn-Sham gap: 12.19 eV
energy above the lowest of the compared OMol25 structures with the same formula, charge and spin: 2.1 kcal per mole
LUMO level: 1.26 eV
structure (SMILES): CC1CCCC1

***

(2)
Computed, not measured: an isolated molecule of C6H12, with the ωB97M-V functional and the def2-TZVPD basis.

Each line ends with the Löwdin charge.
Element x y z (Å)
C -2.34183 -0.00709 0.12925  -0.122
C -1.27850 -0.98511 0.63215  -0.264
C 0.12545 -0.38317 0.75354  -0.197
C 0.65860 0.32409 -0.48413  -0.309
C 2.00180 -0.06103 -1.03975  -0.127
C 1.84206 1.22017 -0.27680  -0.135
H -2.23243 0.19944 -0.94092  0.063
H -2.28255 0.95230 0.65780  0.077
H -3.34981 -0.40771 0.27902  0.067
H -1.56663 -1.35016 1.62589  0.102
H -1.25490 -1.86739 -0.02009  0.107
H 0.82611 -1.17948 1.04136  0.113
H 0.13776 0.33556 1.58592  0.112
H -0.08525 0.66965 -1.19819  0.124
H 2.51853 -0.88616 -0.55754  0.097
H 2.17328 0.00677 -2.10966  0.094
H 1.90141 2.15555 -0.82449  0.097
H 2.20690 1.26377 0.74663  0.100

Values from the calculation:
E_tot: -235.77534 a.u.
HOMO level: -10.02 eV
Kohn-Sham gap: 11.32 eV
energy above the lowest of the compared OMol25 structures with the same formula, charge and spin: 26.9 kcal per mole
LUMO level: 1.29 eV
structure (SMILES): CCCC1CC1

***

(3)
Computed, not measured: an isolated molecule of C6H12, with the ωB97M-V functional and the def2-TZVPD basis.

Each line ends with the Löwdin charge.
Element x y z (Å)
C 2.66800 0.52883 -0.04219  -0.117
C 1.54389 -0.51539 0.04024  -0.277
C 0.16898 0.14355 0.05291  -0.257
C -0.93670 -0.89088 0.01118  -0.238
C -2.34274 -0.37905 -0.02576  -0.197
C -2.75118 0.88221 0.00117  -0.013
H 3.63222 0.01915 -0.09182  0.065
H 2.65066 1.15938 0.84928  0.070
H 2.56219 1.16833 -0.92613  0.072
H 1.65280 -1.14650 0.93223  0.110
H 1.62299 -1.18869 -0.82437  0.108
H 0.05157 0.80310 0.90987  0.114
H 0.07230 0.79237 -0.82993  0.120
H -0.84390 -1.58484 0.85646  0.118
H -0.77173 -1.51518 -0.87501  0.116
H -3.11528 -1.15776 -0.14124  0.100
H -3.80594 1.14716 -0.01255  0.049
H -2.05814 1.73421 0.11566  0.060

Values from the calculation:
E_tot: -235.78603 a.u.
HOMO level: -9.61 eV
Kohn-Sham gap: 10.84 eV
energy above the lowest of the compared OMol25 structures with the same formula, charge and spin: 20.2 kcal per mole
LUMO level: 1.23 eV
structure (SMILES): C=CCCCC

***

(4)
Computed, not measured: an isolated ion of composition C6H12 and charge +1 at a distorted geometry, with the ωB97M-V functional and the def2-TZVPD basis.

Each line ends with the Mulliken spin population.
Element x y z (Å)
C 0.63168 1.85380 1.77358  0.003
C 0.02159 1.32114 0.44348  0.004
C -0.85620 0.09622 0.48281  0.034
C 0.00092 -1.21585 0.26363  0.023
C 0.13888 -0.85661 -2.19788  0.384
C 0.03332 -1.70834 -1.15567  0.357
H 1.09687 2.77595 1.49383  0.001
H 1.35486 1.32110 2.38163  -0.001
H -0.24527 1.85865 2.41103  0.000
H -0.71877 2.15103 0.13964  0.004
H 0.75426 1.33548 -0.53299  -0.003
H -1.80821 0.13098 -0.06524  -0.001
H -1.22378 0.06813 1.50757  0.012
H 0.00259 -2.06096 0.96141  -0.003
H 1.04753 -0.94768 0.65241  0.085
H 0.73010 0.09548 -2.10603  0.053
H -0.32523 -0.97731 -3.13673  0.031
H -0.48616 -2.69301 -1.36624  0.019

Values from the calculation:
spin multiplicity: 2
E_tot: -235.38154 a.u.
HOMO level (alpha / beta): -14.94 / -14.93 eV
Kohn-Sham gap (alpha / beta): 9.64 / 5.96 eV
energy above the lowest of the compared OMol25 structures with the same formula, charge and spin: 62.1 kcal per mole
LUMO level (alpha / beta): -5.30 / -8.97 eV
total charge: +1

***

(5)
Computed, not measured: C6H12AgF6N5O13S2 as an isolated structure at a distorted geometry, with the ωB97M-V functional and the def2-TZVPD basis.

Each line ends with the Mulliken spin population.
Element x y z (Å)
Ag -0.03919 0.02360 -0.19662  0.538
C 3.27725 -1.33466 -3.05729  -0.001
F 3.06783 -0.01903 -3.13553  0.000
F 2.69762 -1.94390 -4.08523  0.000
F 4.58589 -1.53642 -3.07013  0.000
S 2.65560 -1.95909 -1.36939  -0.001
O 1.50767 -2.76332 -1.69102  -0.001
O 3.66377 -2.71815 -0.66843  0.000
N 2.17831 -0.52157 -0.52026  -0.002
S 3.54273 0.13497 -0.10600  0.002
O 4.83454 -0.43811 -0.44970  0.000
O 3.45151 1.54973 -0.48759  -0.001
C 3.54897 0.11312 1.80665  -0.003
F 2.75960 -0.83461 2.27474  0.000
F 4.79562 -0.11506 2.19675  0.000
F 3.16937 1.31596 2.22683  -0.001
O -1.03503 -1.77997 3.52365  0.004
C -0.67120 -0.50922 3.09442  -0.010
O -1.27654 0.42105 3.65434  0.026
O -0.03711 -0.47735 2.00438  0.117
H -1.72566 -1.46235 4.13129  0.000
O 0.75134 4.43217 0.54098  0.024
C 0.25107 3.26645 1.07331  -0.025
O 0.42348 2.22219 0.35703  0.266
O -0.08530 3.26921 2.25757  0.018
H 1.20552 3.93124 -0.17680  0.000
O -0.19007 0.56750 -2.34397  0.028
H -0.67102 1.24433 -2.82621  -0.004
H 0.40150 0.17102 -2.99538  0.001
C -3.10918 1.81743 -0.33833  0.000
O -2.27467 0.95273 -0.05313  -0.006
N -4.24397 1.96103 0.37451  0.000
N -2.84255 2.81097 -1.20410  0.000
H -4.96677 2.64551 0.27082  0.000
H -4.33692 1.24925 1.08165  0.000
H -2.17228 2.72724 -1.94367  -0.001
H -3.65489 3.36236 -1.43547  0.000
C -1.99704 -2.52990 -0.02474  0.005
O -0.95683 -2.05221 -0.48751  0.018
N -2.03368 -3.23210 1.14604  0.003
N -3.19502 -2.39748 -0.63139  0.001
H -2.92164 -3.68981 1.21286  0.000
H -1.16286 -3.36889 1.62847  0.000
H -3.97972 -2.54895 -0.02629  0.000
H -3.19001 -1.95688 -1.53211  0.000

Values from the calculation:
spin multiplicity: 2
E_tot: -3030.32243 a.u.
HOMO level (alpha / beta): -5.76 / -5.37 eV
Kohn-Sham gap (alpha / beta): 7.52 / 5.25 eV
energy above the lowest of the compared OMol25 structures with the same formula, charge and spin: 56.1 kcal per mole
LUMO level (alpha / beta): 1.76 / -0.12 eV
total charge: -1

***

(6)
Computed, not measured: a 2-piece molecular cluster, C6H12B2N2O4 overall, with the ωB97M-V functional and the def2-TZVPD basis.

Each line ends with the Löwdin charge.
Element x y z (Å)
C -1.61939 -1.27533 0.52412  -0.007
C -0.55394 -1.73423 0.89883  -0.125
B 0.84968 -2.11180 1.58937  -0.490
B 0.78403 -1.69250 3.23940  -0.524
N 0.23353 -0.36124 3.68039  0.087
O 1.26223 -2.52377 4.29460  0.020
C 2.08174 -1.19212 0.91907  -0.691
O 3.19438 -1.20175 1.53341  -0.157
O 1.88256 -0.52495 -0.14581  -0.155
H -2.47316 -0.72271 0.22223  -0.038
H 1.09032 -3.30442 1.39804  0.060
H 0.87728 0.31893 3.27504  0.052
H -0.61785 -0.21215 3.14171  0.025
H 0.52244 -2.93126 4.75261  0.054
C -1.91257 1.96237 -1.74163  -0.371
O -2.50282 1.20262 -0.99859  -0.008
N -0.76457 1.67190 -2.37737  -0.189
C -0.12064 2.62175 -3.24581  -0.091
C -0.14051 0.35464 -2.17906  -0.029
H -2.27660 2.98876 -1.95736  0.116
H -0.03513 2.21862 -4.26035  0.078
H 0.88329 2.85126 -2.87917  0.088
H -0.70024 3.54587 -3.28428  0.067
H -0.83415 -0.42653 -2.49511  0.088
H 0.12040 0.17171 -1.13178  0.061
H 0.76969 0.30633 -2.77248  0.079

Values from the calculation:
E_tot: -695.97045 a.u.
HOMO level: 0.72 eV
Kohn-Sham gap: 4.23 eV
LUMO level: 4.95 eV
total charge: -2

***

(7)
Computed, not measured: an isolated molecule of C6H12BNO3 at a distorted geometry, with the ωB97M-V functional and the def2-TZVPD basis.

Each line ends with the Löwdin charge.
Element x y z (Å)
O 1.35331 1.28003 0.92536  0.071
O -0.96465 1.67082 0.84068  0.032
O 0.36573 1.50162 -1.28180  0.060
B 0.27973 1.68720 0.13137  -0.626
N -0.14076 -1.08796 -0.11629  -0.153
C 0.91423 0.24391 1.75026  -0.183
C -1.88603 0.87262 0.05599  -0.129
C 1.15175 0.41649 -1.63937  -0.189
C 0.87726 -1.06518 0.94227  -0.139
C -1.48573 -0.63784 0.27558  -0.139
C 0.30751 -0.88834 -1.55027  -0.089
H 1.67179 0.13288 2.53763  0.134
H -0.04835 0.56463 2.12553  0.116
H -1.95632 1.18483 -0.98115  0.111
H -2.93482 1.09587 0.41112  0.136
H 1.96436 0.39685 -0.91234  0.109
H 1.58501 0.62449 -2.62865  0.131
H 0.65922 -1.90286 1.62668  0.118
H 1.92250 -1.26598 0.45064  0.161
H -1.67949 -0.92508 1.26591  0.103
H -2.25857 -1.24320 -0.21742  0.118
H 0.92377 -1.74650 -1.84371  0.113
H -0.62145 -0.90926 -2.16802  0.133

Values from the calculation:
E_tot: -541.20387 a.u.
HOMO level: -8.39 eV
Kohn-Sham gap: 9.22 eV
energy above the lowest of the compared OMol25 structures with the same formula, charge and spin: 29.8 kcal per mole
LUMO level: 0.83 eV
structure (SMILES): C1CN2CCOB(O1)OCC2

***

(8)
Computed, not measured: C6H12Br2ClNiO2S as an isolated structure at a distorted geometry, with the ωB97M-V functional and the def2-TZVPD basis.

Each line ends with the Mulliken spin population.
Element x y z (Å)
Ni 0.85510 4.04656 -0.97724  1.722
Cl -0.55077 2.49038 -2.10036  0.238
C 0.29673 -0.64353 1.72144  -0.001
C 0.26890 0.48941 2.74887  0.000
C 1.62005 1.16786 2.60333  0.004
S 1.92088 1.27138 0.82167  0.011
O 3.27731 0.85410 0.63556  0.003
O 1.39889 2.54564 0.27773  0.022
C 0.70244 -0.00563 0.38459  -0.001
H -0.63161 -1.20157 1.63075  0.000
H 1.08352 -1.35802 1.97876  0.000
H 0.22440 0.07825 3.75779  0.000
H -0.59074 1.15134 2.63909  0.000
H 2.35595 0.45927 2.98070  0.002
H 1.78265 2.14286 3.05811  -0.001
H 0.94751 -0.60251 -0.49020  0.000
H -0.14283 0.63159 0.10255  0.000
Br -1.39835 -2.99974 -0.94967  0.000
C -2.40342 -2.20882 -2.44719  0.000
C -1.60764 -1.07314 -3.05823  0.002
Br 0.10866 -1.52700 -3.78626  0.000
H -3.36557 -1.81493 -2.13474  0.000
H -2.48497 -3.01294 -3.17186  0.000
H -1.47731 -0.24971 -2.35694  -0.005
H -2.18978 -0.63107 -3.86827  0.000

Values from the calculation:
spin multiplicity: 3
E_tot: -7900.68311 a.u.
HOMO level (alpha / beta): -12.40 / -12.40 eV
Kohn-Sham gap (alpha / beta): 5.91 / 4.79 eV
energy above the lowest of the compared OMol25 structures with the same formula, charge and spin: 0.0 kcal per mole
LUMO level (alpha / beta): -6.49 / -7.60 eV
total charge: +1

***

(9)
Computed, not measured: a 2-piece molecular cluster, C6H12Br2ClO2S overall at a distorted geometry, with the ωB97M-V functional and the def2-TZVPD basis.

Each line ends with the Löwdin charge.
Element x y z (Å)
C -3.19218 1.43423 4.47847  -0.125
C -2.11877 0.81026 3.64957  -0.788
Br -0.78307 -0.12286 4.63504  0.894
C -2.07489 0.85814 2.34147  -0.948
Br -3.47151 1.73342 1.37665  0.834
S -0.80786 0.10272 1.33019  0.740
O 0.61875 0.30929 1.96779  -0.355
Cl -0.80306 1.21618 -0.35060  0.432
H -3.54448 2.36701 4.05414  0.067
H -2.79867 1.60162 5.47668  0.078
H -3.97930 0.68248 4.56340  0.115
H 0.68966 1.16101 2.45108  0.104
C 1.30233 -2.03326 -2.38720  -0.063
C 1.50869 -0.95052 -3.43552  -0.488
C 2.95840 -0.49653 -3.48418  -0.058
O 0.66151 0.16627 -3.14706  -0.084
H 1.55615 -1.65626 -1.38991  0.071
H 0.25643 -2.34404 -2.35868  0.079
H 1.91928 -2.90806 -2.59304  0.085
H 1.20923 -1.32606 -4.41374  0.143
H 3.26285 -0.07344 -2.52188  0.080
H 3.08937 0.28407 -4.23365  0.084
H 3.62478 -1.32544 -3.72445  0.085
H 0.91635 0.50978 -2.28458  0.019

Values from the calculation:
E_tot: -6392.35349 a.u.
HOMO level: -12.70 eV
Kohn-Sham gap: 7.36 eV
LUMO level: -5.34 eV
total charge: +1

***

(10)
Computed, not measured: C6H12Br6 as an isolated structure at a distorted geometry, with the ωB97M-V functional and the def2-TZVPD basis.

Each line ends with the Löwdin charge.
Element x y z (Å)
Br 1.28617 2.36697 -0.76259  0.846
C -0.27362 1.10275 -0.55648  -0.476
C 0.15157 -0.28734 -1.14470  -0.592
Br -1.27131 -1.59406 -0.58825  0.967
H -1.09408 1.55113 -1.11676  0.057
H -0.51810 0.97625 0.49820  0.063
H 1.09270 -0.71028 -0.79327  -0.219
H 0.13017 -0.26763 -2.23431  0.063
Br 2.71440 -1.05909 -0.01302  0.752
C 3.06336 0.87198 -0.45481  -0.823
C 4.59340 1.15400 -0.31625  -0.569
Br 4.98049 1.40327 1.66284  0.535
H 2.47122 1.44707 0.25705  -0.121
H 2.71990 1.16685 -1.44637  -0.031
H 4.78471 2.14229 -0.73429  0.051
H 5.26360 0.37948 -0.68915  0.050
Br -4.96116 -2.01510 2.83599  0.570
C -4.12247 -0.82664 1.52018  -0.668
C -3.19930 -1.56559 0.51614  -0.967
Br -4.23884 -2.94030 -0.42955  0.611
H -3.57899 -0.05416 2.06423  0.055
H -4.93499 -0.33869 0.98184  0.048
H -2.40034 -1.94379 1.15389  -0.001
H -2.65850 -0.95934 -0.21056  -0.201

Values from the calculation:
E_tot: -15679.59088 a.u.
HOMO level: -8.74 eV
Kohn-Sham gap: 8.63 eV
energy above the lowest of the compared OMol25 structures with the same formula, charge and spin: 200.7 kcal per mole
LUMO level: -0.11 eV